(1)
Density functional theory data (ωB97M-V/def2-TZVPD) for a single C4H4O molecule at a distorted geometry.

**Energy above the lowest of the compared OMol25 structures with the same formula, charge and spin**: 75.47 kcal per mole
**DFT total energy**: -229.90769 Eh
**LUMO level**: 1.21 eV

Positions of all 9 atoms, in Å:
C -0.7724 -0.6766 0.3644
C -0.8268 0.6584 0.4252
C 0.5210 0.7894 -0.2872
O 1.5455 0.0647 0.4281
C 0.6247 -0.6779 -0.3364
H -1.4946 -1.4943 0.7287
H -1.4156 1.3632 0.8157
H 0.9370 1.3839 -1.0756
H 0.8813 -1.4107 -1.0629

Mulliken atomic charge list, values in e, 4 entries:
1. C -0.24
2. C -0.73
3. C 0.00
4. O -0.40

(2)
Density functional theory data (ωB97M-V/def2-TZVPD) for 2 unconnected molecules or ions with the total composition CHFINO2 at a distorted geometry.

**Energy above the lowest of the compared OMol25 structures with the same formula, charge and spin**: 25.21 kcal per mole
**DFT total energy**: -641.23800 Eh
**LUMO level (spin up / spin down)**: 0.39 / -3.45 eV
**Multiplicity**: 3

Positions of all 7 atoms, in Å:
C -1.7973 -2.4296 0.0180
N -2.6615 -1.5738 -0.0483
O -1.2140 -3.4329 0.1281
O 0.1058 -0.0898 -0.2624
F 1.1490 -1.0183 -0.4484
I -2.7180 0.4198 -0.1235
H 0.5257 0.6581 0.2323

Mulliken atomic charge list, values in e, 4 entries:
1. C 0.68
2. N -0.50
3. O -0.39
4. O -0.22

(3)
Density functional theory data (ωB97M-V/def2-TZVPD) for a single C2H7N3S molecule at a distorted geometry.

**Energy above the lowest of the compared OMol25 structures with the same formula, charge and spin**: 55.76 kcal per mole
**DFT total energy**: -642.76380 Eh
**LUMO level**: 0.53 eV

Positions of all 13 atoms, in Å:
H -1.6556 -0.8958 1.7061
N -0.6215 -1.2187 1.8439
C -0.1837 -0.7473 0.7254
N 1.2426 -0.7588 0.6090
N 1.5782 -1.1683 -0.6995
S -1.3002 -0.1381 -0.4682
C -0.9621 1.6784 -0.5948
H 1.4997 -1.4012 1.3975
H 0.7809 -0.8978 -1.3558
H 2.3512 -0.4083 -1.1511
H -0.7901 2.0241 0.4510
H -1.8615 2.0063 -1.2420
H -0.0778 1.9256 -1.2214

Mulliken atomic charge list, values in e, 4 entries:
1. H 0.31
2. N -0.66
3. C 0.26
4. N -0.07

(4)
Density functional theory data (ωB97M-V/def2-TZVPD) for a molecular structure, C2F8K6NO10S4 at a distorted geometry.

**Charge**: +3
**DFT total energy**: -6873.97894 Eh
**LUMO level**: -9.63 eV

Positions of all 31 atoms, in Å:
K 4.3706 0.0456 2.1666
K 0.4059 1.7171 -3.3808
K 0.6151 5.1656 -1.7662
K -0.4235 0.7161 5.0605
K 5.1420 3.0379 -0.8148
K 0.9621 -2.3975 -1.5603
N -2.1357 0.8674 -2.8134
S -2.9996 0.2403 -1.6773
O -3.6103 -1.0737 -1.9139
O -3.5034 1.1377 -0.6699
F -1.7072 -0.2794 -0.8978
S -3.2674 0.6711 -4.0142
O -4.4955 1.4456 -3.8526
O -3.2617 -0.6763 -4.6164
F -2.4631 1.4607 -5.1519
C 0.3734 1.5630 1.3862
F -0.7116 0.9121 1.0684
F 0.1080 2.8383 1.6885
F 0.8405 1.0385 2.5095
S 1.7458 1.4753 -0.0239
O 3.0511 1.7579 0.5927
O 1.6341 0.1098 -0.5518
O 1.4103 2.5494 -0.9426
C 0.0861 -3.2385 2.6536
F -0.1797 -3.5247 3.9341
F -0.3261 -4.2639 1.9636
F -0.6075 -2.1673 2.2644
S 1.9312 -2.8804 2.3778
O 2.7559 -3.9107 3.0640
O 2.0419 -2.7616 0.9232
O 2.2184 -1.5756 2.9948

Mulliken atomic charge list, values in e, 4 entries:
1. K 0.99
2. K 0.92
3. K 0.99
4. K 1.00

(5)
Density functional theory data (ωB97M-V/def2-TZVPD) for a gas-phase ion, C8H16ClN2O2 (charge +1) at a distorted geometry.

**Charge**: +1
**Energy above the lowest of the compared OMol25 structures with the same formula, charge and spin**: 0.00 kcal per mole
**DFT total energy**: -1034.31035 Eh
**LUMO level**: -2.95 eV

Positions of all 29 atoms, in Å:
C -1.0860 -3.1409 -0.5217
C 0.2926 -2.4417 -0.6964
N 0.2409 -1.1498 0.0044
C -0.1017 0.0104 -0.7477
N 0.1316 1.2091 0.0096
C 0.0259 2.6447 -0.5804
C 0.8357 2.6941 -1.8581
C -0.6418 0.9801 1.4514
O -1.8139 0.3984 1.2294
C 0.3578 0.0737 2.1297
Cl 1.9238 0.9108 2.3576
C 0.5487 -1.2191 1.3326
O 0.9209 -2.2375 1.8687
H -1.8039 -2.6052 -1.0042
H -1.0805 -4.1111 -0.9117
H -1.4339 -3.0093 0.5326
H 0.8779 -3.0460 -0.0322
H 0.8636 -2.2568 -1.5617
H 0.4746 -0.0257 -1.7415
H -1.1546 -0.0312 -1.0092
H 1.1476 1.2937 0.3258
H -0.9688 2.8899 -0.4815
H 0.5882 3.2280 0.2962
H 1.4890 1.7814 -1.7684
H 0.3105 2.4103 -2.7351
H 1.3688 3.6120 -2.0039
H -0.7607 1.9644 1.8874
H -1.7252 -0.5703 1.0780
H 0.1729 -0.2562 3.1502

Mulliken atomic charge list, values in e, 4 entries:
1. C -1.22
2. C -0.92
3. N -0.07
4. C -0.69

Please write out number 1 again, unchanged.
Density functional theory data (ωB97M-V/def2-TZVPD) for a single C4H4O molecule at a distorted geometry.

**Energy above the lowest of the compared OMol25 structures with the same formula, charge and spin**: 75.47 kcal per mole
**DFT total energy**: -229.90769 Eh
**LUMO level**: 1.21 eV

Positions of all 9 atoms, in Å:
C -0.7724 -0.6766 0.3644
C -0.8268 0.6584 0.4252
C 0.5210 0.7894 -0.2872
O 1.5455 0.0647 0.4281
C 0.6247 -0.6779 -0.3364
H -1.4946 -1.4943 0.7287
H -1.4156 1.3632 0.8157
H 0.9370 1.3839 -1.0756
H 0.8813 -1.4107 -1.0629

Mulliken atomic charge list, values in e, 4 entries:
1. C -0.24
2. C -0.73
3. C 0.00
4. O -0.40